Molecular formula: C31H40FN2PSi2W
Method: DFT, ωB97M-V/def2-TZVPD

Element x y z (Å)
W: 0.215 0.039 -0.291
N: 1.269 -0.323 2.679
P: -0.345 -0.326 2.082
C: -1.188 0.608 3.400
C: -1.874 1.788 3.152
C: -2.480 2.467 4.194
C: -2.418 1.957 5.480
C: -1.743 0.771 5.730
C: -1.123 0.094 4.697
C: -0.853 -2.018 2.495
C: -2.220 -2.262 2.605
C: -2.672 -3.541 2.868
C: -1.761 -4.573 3.035
C: -0.401 -4.334 2.917
C: 0.060 -3.061 2.629
C: 2.284 0.258 1.983
C: 3.506 0.558 2.600
C: 4.519 1.121 1.859
C: 4.285 1.405 0.509
C: 3.055 1.117 -0.024
N: 2.060 0.526 0.675
H: 1.440 -0.475 3.668
H: -1.948 2.160 2.143
H: -3.006 3.388 4.001
H: -2.909 2.478 6.286
H: -1.710 0.372 6.731
H: -0.613 -0.841 4.888
H: -2.916 -1.441 2.501
H: -3.729 -3.736 2.949
H: -2.111 -5.565 3.266
H: 0.299 -5.145 3.046
H: 1.120 -2.878 2.517
H: 3.623 0.355 3.654
H: 5.466 1.359 2.315
H: 5.049 1.844 -0.110
H: 2.829 1.380 -1.055
C: -3.110 -0.420 -0.632
Si: -2.148 -1.653 -1.748
C: -3.116 -3.263 -2.021
C: -1.804 -0.832 -3.437
C: -0.556 -1.924 -0.693
Si: 1.061 -2.350 -1.616
C: 1.054 -3.679 -2.961
C: 1.375 -0.606 -2.463
C: 2.467 -2.590 -0.335
H: -3.878 0.100 -1.193
H: -2.447 0.330 -0.184
H: -3.601 -0.945 0.180
H: -4.085 -3.045 -2.463
H: -3.298 -3.797 -1.094
H: -2.603 -3.942 -2.695
H: -2.747 -0.736 -3.968
H: -1.162 -1.438 -4.067
H: -1.382 0.168 -3.366
H: -0.799 -2.645 0.086
H: 0.426 -3.399 -3.801
H: 0.682 -4.618 -2.566
H: 2.055 -3.860 -3.341
H: 1.044 -0.645 -3.500
H: 2.430 -0.334 -2.486
H: 0.768 0.246 -2.015
H: 2.498 -3.630 -0.026
H: 2.329 -1.994 0.569
H: 3.446 -2.357 -0.747
F: -2.991 3.137 -5.391
C: -2.418 2.923 -4.209
C: -1.042 2.758 -4.146
C: -0.455 2.516 -2.919
C: -1.228 2.410 -1.752
C: -0.598 2.098 -0.451
C: -2.607 2.637 -1.851
C: -3.204 2.892 -3.067
H: -0.456 2.835 -5.047
H: 0.627 2.465 -2.862
H: -1.239 2.466 0.355
H: 0.377 2.620 -0.371
H: -3.220 2.642 -0.963
H: -4.261 3.085 -3.144

Summary:
- HOMO (alpha / beta) (eV) = -13.6 / -13.5
- spin multiplicity = 3
- orbital gap (alpha / beta) (eV) = 6.346 / 6.224
- ⟨S²⟩ = 2.03
- lowest unoccupied orbital energy (alpha / beta) (eV) = -7.24 / -7.31
- charge = +2
- total energy (eV) = -65349.9262

Löwdin atomic charge list, values in e, 6 entries: 1.304, -0.075, 0.998, -0.336, -0.078, -0.047